No. 1
ORCA calculation (ωB97M-V with the def2-TZVPD basis set) on a cluster of 2 separate species, CH2FN5 in total at a distorted geometry.

XYZ file:
```
9
CH2FN5 ωB97M-V with the def2-TZVPD basis set
F 1.011 -1.346 2.036
N 0.219 1.835 -0.767
H -1.217 -0.294 -2.311
N -1.287 0.617 -1.927
N 0.874 1.191 2.429
C 0.798 1.794 1.425
H 0.926 -0.307 2.281
N -0.397 0.935 -1.180
N 0.642 2.456 0.276
```

Computed properties:
HOMO energy (spin up / spin down) = -8.4 / -11.1 eV
<S²> = 2.0327
frontier orbital gap (spin up / spin down) = 8.1 / 7.4 eV
charge = 0
2S+1 = 3
DFT total energy = -412.67795 Eh

No. 2
ORCA calculation (ωB97M-V with the def2-TZVPD basis set) on a structure of composition CH2FNO2S at a distorted geometry.

XYZ file:
```
8
CH2FNO2S ωB97M-V with the def2-TZVPD basis set
F 1.753 -1.219 -0.246
C -0.056 0.391 0.750
N 1.343 0.062 -0.535
H 0.474 0.929 1.519
O -0.827 -0.682 1.054
O -1.747 0.127 -1.279
S -1.709 0.442 0.120
H 0.769 -0.051 -1.384
```

Computed properties:
HOMO energy (spin up / spin down) = -10.1 / -10.1 eV
frontier orbital gap (spin up / spin down) = 10.0 / 10.0 eV
charge = 0
DFT total energy = -742.40016 Eh

No. 3
ORCA calculation (ωB97M-V with the def2-TZVPD basis set) on a cluster of 2 separate species, CH2FNO3 in total at a distorted geometry.

XYZ file:
```
8
CH2FNO3 ωB97M-V with the def2-TZVPD basis set
O -1.491 -0.662 -0.177
O 1.207 -0.073 0.988
N 1.254 -0.033 -0.491
O 1.551 2.205 0.389
C 1.376 1.054 0.253
H -1.586 -0.879 0.784
H 0.236 -0.382 -0.900
F -2.547 -1.230 -0.845
```

Computed properties:
HOMO energy (spin up / spin down) = -5.0 / -9.9 eV
<S²> = 2.0132
frontier orbital gap (spin up / spin down) = 4.8 / 4.8 eV
charge = 0
2S+1 = 3
DFT total energy = -419.18033 Eh

No. 4
ORCA calculation (ωB97M-V with the def2-TZVPD basis set) on a structure of composition CH2FNO3S at a distorted geometry.

XYZ file:
```
9
CH2FNO3S ωB97M-V with the def2-TZVPD basis set
H 0.013 1.959 0.357
O -1.722 -0.071 -1.080
F -1.195 -0.064 1.391
O 0.229 -1.801 0.013
H 2.268 -1.440 -0.174
O -0.914 1.842 0.070
N 0.863 0.285 -0.283
S -0.738 0.312 -0.127
C 1.195 -1.022 -0.168
```

Computed properties:
HOMO energy = -10.9 eV
frontier orbital gap = 11.2 eV
charge = 0
DFT total energy = -817.75948 Eh

No. 5
ORCA calculation (ωB97M-V with the def2-TZVPD basis set) on an isolated molecule of CH2FNO3S at a distorted geometry.

XYZ file:
```
9
CH2FNO3S ωB97M-V with the def2-TZVPD basis set
C 0.758 -0.925 -0.292
F -1.865 0.514 1.102
O -0.246 2.354 0.947
H 1.860 -2.460 -0.275
H 1.005 -0.959 0.853
O -0.163 0.062 -0.582
O -1.785 1.777 -0.945
N 1.413 -1.832 -0.945
S -0.977 1.469 0.135
```

Computed properties:
HOMO energy = -10.5 eV
frontier orbital gap = 10.0 eV
charge = 0
DFT total energy = -817.73913 Eh

No. 6
ORCA calculation (ωB97M-V with the def2-TZVPD basis set) on a structure of composition CH2FNO5S at a distorted geometry.

XYZ file:
```
11
CH2FNO5S ωB97M-V with the def2-TZVPD basis set
C 0.283 -0.324 0.020
H -0.125 -1.394 0.222
S 2.000 -0.396 0.637
N 1.205 -0.759 2.899
O 2.026 -1.456 2.139
H -0.208 0.400 0.530
F 0.398 -0.162 -1.304
O 2.850 -1.214 -0.134
O 0.652 0.149 2.291
O 1.049 -1.028 4.017
O 2.448 0.947 0.750
```

Computed properties:
HOMO energy = -11.8 eV
frontier orbital gap = 11.4 eV
charge = 0
DFT total energy = -968.08356 Eh

No. 7
ORCA calculation (ωB97M-V with the def2-TZVPD basis set) on the ion CH2FO3S2 with charge -1 at a distorted geometry.

XYZ file:
```
9
CH2FO3S2 ωB97M-V with the def2-TZVPD basis set
H -1.924 0.715 -0.283
S 3.118 0.553 -0.803
O 0.930 1.404 0.905
O 1.468 -1.000 0.806
H -1.339 -0.469 0.857
C -1.397 -0.175 -0.184
F -2.036 -1.308 -0.611
O -0.172 0.006 -0.822
S 1.353 0.275 0.136
```

Computed properties:
HOMO energy = -4.5 eV
frontier orbital gap = 8.1 eV
charge = -1
DFT total energy = -1161.30062 Eh

No. 8
ORCA calculation (ωB97M-V with the def2-TZVPD basis set) on a cluster of 2 separate species, CH2FO4S in total at a distorted geometry.

XYZ file:
```
9
CH2FO4S ωB97M-V with the def2-TZVPD basis set
O 0.195 1.677 -0.643
O -1.342 0.965 1.359
S -0.724 0.447 0.116
H 0.714 1.124 -1.279
H 1.563 -0.336 1.475
F -0.217 -1.950 0.592
C 0.533 -0.894 0.118
O 1.044 -1.051 -0.954
O -1.765 0.018 -0.784
```

Computed properties:
HOMO energy = -4.5 eV
frontier orbital gap = 8.4 eV
charge = -1
DFT total energy = -838.29034 Eh

The records above give, respectively, energy relative to the best compared isomer or geometry (same formula, charge and spin) values of 0.732; 4.271; 2.744; 1.973; 2.527; 0.988; 0.785; 3.154 eV.